ORCA calculation (the ωB97M-V functional and the def2-TZVPD basis) on 15 unconnected molecules or ions with the total composition C80H192BrN10O20 in a non-equilibrium geometry.

Last columns: bonded neighbours and bond lengths (Å).
CARTESIAN COORDINATES (ANGSTROEM)
1 C -3.0555 5.4520 6.3195  C2 1.554, H11 1.081, H12 1.122, H13 1.084
2 C -2.1009 6.6373 6.6339  C1 1.554, N3 1.533, H14 1.116, H15 1.039
3 N -0.7914 6.4733 5.8544  C2 1.533, C4 1.472, C5 1.551, C7 1.575
4 C -0.0856 5.2481 6.2628  N3 1.472, H16 1.069, H17 1.095, H18 1.085
5 C -1.0512 6.4310 4.3255  N3 1.551, C6 1.458, H19 1.071, H20 1.065
6 C -1.7457 7.6255 3.8588  C5 1.458, H21 1.112, H22 1.075, H23 1.084
7 C 0.1009 7.7275 6.1871  N3 1.575, C8 1.552, H24 1.086, H25 1.139
8 C 1.6105 7.6456 5.8370  C7 1.552, O9 1.366, H26 1.102, H27 1.083
9 O 2.3307 7.1262 6.8747  C8 1.366, C10 1.459
10 C 2.8483 8.0961 7.8342  O9 1.459, H28 1.075, H29 1.082, H30 1.111
11 H -3.9735 5.5897 6.8730  C1 1.081
12 H -2.7258 4.4698 6.7513  C1 1.122
13 H -3.3248 5.2640 5.2864  C1 1.084
14 H -1.8780 6.6664 7.7274  C2 1.116
15 H -2.5600 7.5450 6.4204  C2 1.039
16 H 0.9467 5.2321 5.9867  C4 1.069
17 H -0.5903 4.3572 5.8754  C4 1.095
18 H 0.0084 5.2453 7.3433  C4 1.085
19 H -1.5107 5.5011 4.0587  C5 1.071
20 H -0.1092 6.5040 3.8348  C5 1.065
21 H -2.7940 7.8183 4.1765  C6 1.112
22 H -1.7608 7.6752 2.7854  C6 1.075
23 H -1.2257 8.5534 4.0665  C6 1.084
24 H 0.0222 7.8340 7.2650  C7 1.086
25 H -0.4545 8.4762 5.5320  C7 1.139
26 H 1.8797 8.6972 5.6474  C8 1.102
27 H 1.6928 6.9665 4.9972  C8 1.083
28 H 3.4278 8.8267 7.2996  C10 1.075
29 H 3.4680 7.4904 8.4820  C10 1.082
30 H 2.0630 8.5430 8.4813  C10 1.111
31 C -2.1004 -7.8183 -5.8151  C32 1.515, H41 1.101, H42 1.132, H43 1.063
32 C -3.2696 -7.1354 -6.4955  C31 1.515, N33 1.518, H44 1.049, H45 1.100
33 N -3.4041 -5.6530 -6.1957  C32 1.518, C34 1.505, C35 1.572, C37 1.454
34 C -4.8177 -5.2314 -6.4939  N33 1.505, H46 1.083, H47 1.112, H48 1.104
35 C -3.1837 -5.4576 -4.6515  N33 1.572, C36 1.517, H49 1.108, H50 1.088
36 C -4.1220 -6.2003 -3.7188  C35 1.517, H51 1.131, H52 1.097, H53 1.137
37 C -2.4414 -4.9516 -7.0291  N33 1.454, C38 1.549, H54 1.120, H55 1.113
38 C -2.7639 -3.4581 -7.2871  C37 1.549, O39 1.373, H56 1.121, H57 1.076
39 O -3.7646 -3.2869 -8.2111  C38 1.373, C40 1.414
40 C -3.9387 -1.9295 -8.5660  O39 1.414, H58 1.133, H59 1.114, H60 1.109
41 H -2.3010 -7.8466 -4.7330  C31 1.101
42 H -1.1080 -7.3071 -6.0007  C31 1.132
43 H -2.0022 -8.8276 -6.1339  C31 1.063
44 H -4.1927 -7.5619 -6.2375  C32 1.049
45 H -3.2366 -7.1859 -7.5936  C32 1.100
46 H -5.0341 -5.2369 -7.5549  C34 1.083
47 H -4.9839 -4.1732 -6.1938  C34 1.112
48 H -5.5081 -5.9017 -5.9519  C34 1.104
49 H -3.3278 -4.3606 -4.5877  C35 1.108
50 H -2.1375 -5.6229 -4.4024  C35 1.088
51 H -3.8450 -7.2934 -3.6299  C36 1.131
52 H -5.1555 -6.1852 -4.0846  C36 1.097
53 H -4.1791 -5.7921 -2.6586  C36 1.137
54 H -2.5161 -5.3691 -8.0653  C37 1.120
55 H -1.4011 -5.1842 -6.7095  C37 1.113
56 H -1.7847 -2.9694 -7.5282  C38 1.121
57 H -3.0633 -2.9573 -6.3834  C38 1.076
58 H -3.0689 -1.4489 -9.1097  C40 1.133
59 H -4.0885 -1.2361 -7.7069  C40 1.114
60 H -4.7785 -1.7935 -9.2770  C40 1.109
61 C 5.4421 3.3140 -9.3032  C62 1.594, H71 1.088, H72 1.089, H73 1.052
62 C 5.0791 3.4352 -7.7563  C61 1.594, N63 1.523, H74 1.093, H75 1.080
63 N 5.4442 2.2665 -6.8497  C62 1.523, C64 1.512, C65 1.510, C67 1.597
64 C 4.9550 2.6359 -5.4670  N63 1.512, H76 1.111, H77 1.133, H78 1.118
65 C 4.7103 1.0651 -7.3948  N63 1.510, C66 1.506, H79 1.080, H80 1.079
66 C 3.2131 1.0764 -7.2333  C65 1.506, H81 1.097, H82 1.077, H83 1.106
67 C 7.0288 2.0691 -6.8442  N63 1.597, C68 1.556, H84 1.066, H85 1.117
68 C 7.5306 0.7314 -6.2278  C67 1.556, O69 1.430, H86 1.077, H87 1.120
69 O 7.2452 -0.3545 -7.1126  C68 1.430, C70 1.415
70 C 8.2099 -1.3736 -6.9302  O69 1.415, H88 1.064, H89 1.094, H90 1.079
71 H 6.4046 2.8141 -9.3860  C61 1.088
72 H 5.5211 4.2560 -9.8438  C61 1.089
73 H 4.7716 2.6896 -9.8206  C61 1.052
74 H 3.9895 3.5136 -7.7387  C62 1.093
75 H 5.6657 4.2469 -7.3516  C62 1.080
76 H 3.9782 3.1561 -5.5616  C64 1.111
77 H 5.6975 3.4361 -5.1646  C64 1.133
78 H 4.9263 1.7169 -4.8311  C64 1.118
79 H 4.9869 0.1694 -6.8587  C65 1.080
80 H 5.0265 0.9534 -8.4199  C65 1.079
81 H 2.8189 0.3278 -7.9319  C66 1.097
82 H 2.8101 2.0487 -7.4600  C66 1.077
83 H 2.8985 0.7096 -6.2386  C66 1.106
84 H 7.5208 2.8422 -6.3000  C67 1.066
85 H 7.1997 2.1033 -7.9479  C67 1.117
86 H 7.0012 0.6153 -5.2970  C68 1.077
87 H 8.6234 0.9105 -6.0632  C68 1.120
88 H 8.0380 -1.9463 -7.8104  C70 1.064
89 H 8.0178 -1.9795 -6.0396  C70 1.094
90 H 9.1900 -0.9255 -6.9762  C70 1.079
91 C -2.8778 -2.4118 1.4658  C92 1.552, H101 1.105, H102 1.100, H103 1.084
92 C -3.7935 -1.2900 0.9067  C91 1.552, N93 1.513, H104 1.076, H105 1.096
93 N -3.6933 -0.0090 1.7060  C92 1.513, C94 1.469, C95 1.517, C97 1.480
94 C -2.4201 0.6570 1.3987  N93 1.469, H106 1.039, H107 1.057, H108 1.078
95 C -4.8684 0.8802 1.3449  N93 1.517, C96 1.478, H109 1.077, H110 1.117
96 C -5.1255 1.0319 -0.1025  C95 1.478, H111 1.103, H112 1.071, H113 1.066
97 C -3.6474 -0.1505 3.1783  N93 1.480, C98 1.504, H114 1.084, H115 1.107
98 C -4.7330 -1.0219 3.7478  C97 1.504, O99 1.436, H116 1.121, H117 1.092
99 O -5.6603 -0.2981 4.5707  C98 1.436, C100 1.385
100 C -6.7165 -0.9947 5.1335  O99 1.385, H118 1.111, H119 1.146, H120 1.096
101 H -3.5132 -3.0759 2.0801  C91 1.105
102 H -2.0867 -2.0074 2.1149  C91 1.100
103 H -2.3537 -2.8871 0.6445  C91 1.084
104 H -4.8231 -1.5923 0.8209  C92 1.076
105 H -3.4599 -1.0999 -0.1200  C92 1.096
106 H -1.6140 0.1054 1.7524  C94 1.039
107 H -2.4038 1.5966 1.8818  C94 1.057
108 H -2.3943 0.8241 0.3337  C94 1.078
109 H -4.6185 1.8180 1.8125  C95 1.077
110 H -5.7508 0.4011 1.8342  C95 1.117
111 H -4.2473 1.2930 -0.7168  C96 1.103
112 H -5.9126 1.7390 -0.2669  C96 1.071
113 H -5.4885 0.1622 -0.6000  C96 1.066
114 H -3.5468 0.7998 3.6897  C97 1.084
115 H -2.7107 -0.6724 3.4543  C97 1.107
116 H -4.2155 -1.8063 4.3599  C98 1.121
117 H -5.2170 -1.5617 2.9315  C98 1.092
118 H -6.2983 -1.8421 5.7184  C100 1.111
119 H -7.4621 -1.4406 4.3858  C100 1.146
120 H -7.1441 -0.3380 5.9001  C100 1.096
121 C 0.0755 -1.1983 -1.3046  C122 1.482, H131 1.088, H132 1.122, H133 1.061
122 C 1.2537 -0.4724 -1.8352  C121 1.482, N123 1.515, H134 1.099, H135 1.102
123 N 0.8493 0.5304 -2.8957  C122 1.515, C124 1.481, C125 1.480, C127 1.557
124 C 1.9988 1.2592 -3.4805  N123 1.481, H136 1.084, H137 1.087, H138 1.086
125 C 0.1743 -0.1934 -3.9955  N123 1.480, C126 1.521, H139 1.093, H140 1.138
126 C 0.9667 -1.2633 -4.7316  C125 1.521, H141 1.064, H142 1.079, H143 1.086
127 C -0.1146 1.6175 -2.3351  N123 1.557, C128 1.514, H144 1.095, H145 1.092
128 C 0.4014 2.4531 -1.1825  C127 1.514, O129 1.426, H146 1.140, H147 1.078
129 O 0.4087 1.8236 0.0971  C128 1.426, C130 1.432
130 C 0.8441 2.7617 1.0878  O129 1.432, H148 1.077, H149 1.077, H150 1.117
131 H -0.6481 -1.5827 -2.0202  C121 1.088
132 H -0.4426 -0.6045 -0.5066  C121 1.122
133 H 0.4616 -2.0252 -0.7633  C121 1.061
134 H 2.0520 -1.1210 -2.2215  C122 1.099
135 H 1.6234 0.0762 -0.9539  C122 1.102
136 H 1.5550 2.0750 -4.0403  C124 1.084
137 H 2.5660 0.5481 -4.0759  C124 1.087
138 H 2.6482 1.6355 -2.6952  C124 1.086
139 H -0.1701 0.5524 -4.7158  C125 1.093
140 H -0.8233 -0.6614 -3.7096  C125 1.138
141 H 1.9587 -1.0270 -5.0339  C126 1.064
142 H 0.4167 -1.6121 -5.5925  C126 1.079
143 H 1.0692 -2.0710 -4.0134  C126 1.086
144 H -0.9463 0.9709 -2.0355  C127 1.095
145 H -0.3340 2.3171 -3.1445  C127 1.092
146 H -0.3233 3.3327 -1.1603  C128 1.140
147 H 1.3645 2.8950 -1.3783  C128 1.078
148 H 0.6235 3.8004 0.9088  C130 1.077
149 H 1.9131 2.6371 1.1268  C130 1.077
150 H 0.4037 2.5988 2.1013  C130 1.117
151 C -2.3250 1.4838 7.2389  C152 1.567, H161 1.088, H162 1.154, H163 1.080
152 C -2.1650 -0.0672 7.0861  C151 1.567, N153 1.548, H164 1.035, H165 1.118
153 N -1.4424 -0.7652 8.2644  C152 1.548, C154 1.536, C155 1.533, C157 1.511
154 C -2.3024 -0.6022 9.5265  N153 1.536, H166 1.086, H167 1.124, H168 1.081
155 C -1.2661 -2.2712 8.0384  N153 1.533, C156 1.495, H169 1.095, H170 1.131
156 C -2.4491 -3.1844 8.0002  C155 1.495, H171 1.103, H172 1.114, H173 1.113
157 C -0.1446 -0.0471 8.5517  N153 1.511, C158 1.519, H174 1.089, H175 1.085
158 C 0.9422 -0.2138 7.5040  C157 1.519, O159 1.452, H176 1.162, H177 1.098
159 O 0.6532 0.7553 6.4616  C158 1.452, C160 1.399
160 C 1.7464 0.9527 5.6114  O159 1.399, H178 1.126, H179 1.091, H180 1.104
161 H -2.9379 1.5570 8.1348  C151 1.088
162 H -2.8799 1.8849 6.3101  C151 1.154
163 H -1.4512 2.1179 7.2563  C151 1.080
164 H -1.6633 -0.3989 6.2436  C152 1.035
165 H -3.1429 -0.5984 6.9781  C152 1.118
166 H -2.3297 0.4651 9.7237  C154 1.086
167 H -1.8560 -1.1641 10.3921  C154 1.124
168 H -3.2801 -1.0118 9.3165  C154 1.081
169 H -0.5243 -2.5661 8.7874  C155 1.095
170 H -0.8153 -2.4237 7.0123  C155 1.131
171 H -2.0161 -4.1869 7.8472  C156 1.103
172 H -3.0446 -3.0062 7.0761  C156 1.114
173 H -3.0797 -3.1293 8.9159  C156 1.113
174 H 0.1632 -0.4642 9.5099  C157 1.089
175 H -0.3456 1.0113 8.6805  C157 1.085
176 H 1.0034 -1.2544 6.9903  C158 1.162
177 H 1.9210 0.0023 7.9524  C158 1.098
178 H 2.3896 0.0341 5.5121  C160 1.126
179 H 2.4495 1.6907 5.9999  C160 1.091
180 H 1.2913 1.2883 4.6631  C160 1.104
181 C 0.3416 10.0820 -2.6546  C182 1.491, H191 1.081, H192 1.068, H193 1.098
182 C -0.6088 9.2237 -3.4186  C181 1.491, N183 1.621, H194 1.064, H195 1.157
183 N -1.6028 8.3645 -2.4692  C182 1.621, C184 1.477, C185 1.547, C187 1.511
184 C -2.4478 9.2876 -1.6840  N183 1.477, H196 1.069, H197 1.118, H198 1.127
185 C -2.4765 7.5669 -3.4658  N183 1.547, C186 1.592, H199 1.123, H200 1.081
186 C -3.3516 8.3853 -4.5133  C185 1.592, H201 1.045, H202 1.046, H203 1.107
187 C -0.8681 7.3902 -1.5784  N183 1.511, C188 1.489, H204 1.110, H205 1.071
188 C -1.6437 6.2231 -1.0760  C187 1.489, O189 1.412, H206 1.096, H207 1.069
189 O -2.6306 6.5749 -0.1296  C188 1.412, C190 1.422
190 C -3.2403 5.4239 0.4415  O189 1.422, H208 1.086, H209 1.106, H210 1.085
191 H -0.1019 10.8749 -2.0697  C181 1.081
192 H 1.0975 10.5347 -3.2584  C181 1.068
193 H 0.9549 9.4924 -1.9597  C181 1.098
194 H -0.1972 8.4552 -4.0286  C182 1.064
195 H -1.3058 9.8402 -4.1069  C182 1.157
196 H -3.3449 8.8123 -1.3501  C184 1.069
197 H -2.7440 10.1115 -2.3794  C184 1.118
198 H -1.9757 9.6193 -0.7163  C184 1.127
199 H -3.1093 6.8883 -2.8339  C185 1.123
200 H -1.7657 6.9506 -3.9985  C185 1.081
201 H -2.8180 8.8457 -5.2844  C186 1.045
202 H -3.8553 9.1738 -4.0455  C186 1.046
203 H -3.9847 7.6462 -5.0413  C186 1.107
204 H -0.5019 7.9788 -0.7110  C187 1.110
205 H -0.0586 7.0888 -2.2119  C187 1.071
206 H -0.9386 5.5429 -0.5853  C188 1.096
207 H -2.0674 5.7335 -1.9267  C188 1.069
208 H -4.1056 5.7652 1.0027  C190 1.086
209 H -2.5398 4.7905 1.0167  C190 1.106
210 H -3.6690 4.7711 -0.3110  C190 1.085
211 C -0.1517 -5.9124 6.5346  C212 1.510, H221 1.103, H222 1.123, H223 1.106
212 C -0.7850 -7.1936 6.0477  C211 1.510, N213 1.610, H224 1.104, H225 1.092
213 N -0.9879 -7.2490 4.4519  C212 1.610, C214 1.488, C215 1.503, C217 1.502
214 C 0.4112 -7.2622 3.9457  N213 1.488, H226 1.092, H227 1.096, H228 1.102
215 C -1.6083 -8.5257 3.9590  N213 1.503, C216 1.555, H229 1.059, H230 1.077
216 C -1.1208 -9.8291 4.6521  C215 1.555, H231 1.056, H232 1.142, H233 1.128
217 C -1.7522 -6.0974 3.8649  N213 1.502, C218 1.541, H234 1.097, H235 1.067
218 C -2.0879 -6.2226 2.3666  C217 1.541, O219 1.399, H236 1.101, H237 1.098
219 O -0.9246 -6.3605 1.6017  C218 1.399, C220 1.471
220 C -1.3060 -6.3405 0.1815  O219 1.471, H238 1.044, H239 1.102, H240 1.104
221 H -0.4365 -4.9487 6.0796  C211 1.103
222 H 0.9475 -6.0951 6.3944  C211 1.123
223 H -0.3686 -5.8854 7.6191  C211 1.106
224 H -1.7688 -7.3941 6.5062  C212 1.104
225 H -0.0427 -7.9821 6.1875  C212 1.092
226 H 0.5476 -7.5536 2.9018  C214 1.092
227 H 1.1032 -7.8669 4.5435  C214 1.096
228 H 0.8293 -6.2421 3.9451  C214 1.102
229 H -1.4587 -8.4562 2.9131  C215 1.059
230 H -2.6630 -8.3254 4.0414  C215 1.077
231 H -0.0805 -9.9673 4.5383  C216 1.056
232 H -1.6404 -10.6890 4.1082  C216 1.142
233 H -1.3580 -9.8506 5.7551  C216 1.128
234 H -1.1466 -5.2485 4.2064  C217 1.097
235 H -2.7205 -6.1122 4.3139  C217 1.067
236 H -2.6793 -5.4005 1.9342  C218 1.101
237 H -2.7755 -7.0779 2.3556  C218 1.098
238 H -1.4738 -5.3269 -0.0040  C220 1.044
239 H -2.2098 -6.9409 -0.0095  C220 1.102
240 H -0.5325 -6.8139 -0.4484  C220 1.104
241 C 6.2943 -0.4886 0.0198  C242 1.569, H251 1.034, H252 1.097, H253 1.090
242 C 5.6059 -1.3927 1.1021  C241 1.569, N243 1.524, H254 1.099, H255 1.085
243 N 5.5242 -2.8838 0.7979  C242 1.524, C244 1.473, C245 1.545, C247 1.550
244 C 6.8667 -3.4904 0.7724  N243 1.473, H256 1.101, H257 1.077, H258 1.102
245 C 4.7965 -3.5297 1.9978  N243 1.545, C246 1.531, H259 1.065, H260 1.098
246 C 3.3234 -3.1463 2.1619  C245 1.531, H261 1.072, H262 1.135, H263 1.071
247 C 4.8006 -3.0722 -0.5598  N243 1.550, C248 1.554, H264 1.110, H265 1.121
248 C 4.6454 -4.5449 -1.0296  C247 1.554, O249 1.423, H266 1.148, H267 1.064
249 O 3.6736 -5.2492 -0.2651  C248 1.423, C250 1.392
250 C 3.5629 -6.5993 -0.5840  O249 1.392, H268 1.059, H269 1.080, H270 1.149
251 H 5.6447 -0.3444 -0.7713  C241 1.034
252 H 7.2871 -0.8502 -0.2765  C241 1.097
253 H 6.4316 0.5186 0.4132  C241 1.090
254 H 4.5555 -1.0916 1.2228  C242 1.099
255 H 6.0526 -1.2586 2.0823  C242 1.085
256 H 6.7188 -4.5141 0.3965  C244 1.101
257 H 7.2706 -3.5090 1.7702  C244 1.077
258 H 7.5244 -2.9564 0.0683  C244 1.102
259 H 5.3534 -3.2628 2.8653  C245 1.065
260 H 4.8805 -4.5994 1.7668  C245 1.098
261 H 3.1841 -2.1136 1.9092  C246 1.072
262 H 3.0558 -3.3012 3.2541  C246 1.135
263 H 2.6549 -3.7621 1.5962  C246 1.071
264 H 5.3492 -2.4819 -1.3224  C247 1.110
265 H 3.8428 -2.4982 -0.4622  C247 1.121
266 H 5.6607 -5.0813 -1.0298  C248 1.148
267 H 4.3890 -4.4993 -2.0611  C248 1.064
268 H 3.7079 -6.8619 -1.5997  C250 1.059
269 H 2.5696 -6.9480 -0.3445  C250 1.080
270 H 4.3690 -7.1923 -0.0188  C250 1.149
271 N -0.6474 -4.1162 -3.4244  O272 1.195, O273 1.247, O274 1.279
272 O -0.6617 -4.4949 -2.2915  N271 1.195
273 O -1.1550 -3.0212 -3.7397  N271 1.247
274 O 0.0238 -4.7792 -4.2882  N271 1.279
275 C 0.9438 4.3458 -5.4896  C276 1.569, H279 1.055, H280 1.130, H281 1.106
276 C 0.3519 5.2162 -4.3257  C275 1.569, O277 1.247, O278 1.238
277 O 0.5941 6.4366 -4.2466  C276 1.247
278 O -0.4301 4.6154 -3.5766  C276 1.238
279 H 1.9355 4.0243 -5.3292  C275 1.055
280 H 0.8641 4.8924 -6.4751  C275 1.130
281 H 0.3425 3.4206 -5.5687  C275 1.106
282 C 0.3321 -1.6497 3.6435  C283 1.548, H286 1.083, H287 1.110, H288 1.127
283 C 0.1297 -2.8630 4.5834  C282 1.548, O284 1.237, O285 1.264
284 O -0.9821 -3.0353 5.0975  C283 1.237
285 O 1.0905 -3.6564 4.7942  C283 1.264
286 H 1.3327 -1.2359 3.6552  C282 1.083
287 H -0.3805 -0.8601 3.9609  C282 1.110
288 H 0.0704 -1.8640 2.5682  C282 1.127
289 C 5.1725 -2.6069 -4.6936  C290 1.578, H293 1.087, H294 1.082, H295 1.135
290 C 4.8232 -1.2035 -4.0622  C289 1.578, O291 1.227, O292 1.260
291 O 4.4903 -1.1283 -2.8836  C290 1.227
292 O 4.9204 -0.2586 -4.8895  C290 1.260
293 H 4.2299 -3.1474 -4.6776  C289 1.087
294 H 5.9383 -3.1533 -4.1599  C289 1.082
295 H 5.5287 -2.4684 -5.7622  C289 1.135
296 C -3.8015 0.1065 -3.8444  C297 1.540, H300 1.119, H301 1.128, H302 1.040
297 C -3.6042 -0.5249 -2.4535  C296 1.540, O298 1.224, O299 1.274
298 O -4.3159 -1.4688 -2.1358  C297 1.224
299 O -2.6990 -0.0618 -1.6863  C297 1.274
300 H -3.0039 -0.2019 -4.5658  C296 1.119
301 H -3.6828 1.2147 -3.6734  C296 1.128
302 H -4.7261 -0.1595 -4.2384  C296 1.040
303 Br -2.0349 2.8090 4.0086  no bonds

## Properties
multiplicity = 1
net charge = +3
frontier orbital gap = 7.60 eV
E_LUMO = -3.997 eV
M = 1694.37 g/mol
total energy = -7788.3525 hartree